1.
DFT (ωB97M-V/def2-TZVPD) results for a 7-piece molecular cluster, C25H68N4O7 overall.

For the energy above the lowest of the compared OMol25 structures with the same formula, charge and spin, the calculation gives 56.7 kJ/mol. The value obtained for the LUMO energy is 0.68 eV. The calculation puts the total energy at -47317.008 eV. Its multiplicity is 1. Its gap between HOMO and LUMO is 9.883 eV. As for the SMILES: COC[C@H](C)N.COC[C@H](C)N.COC[C@H](C)N.COC[C@H](C)N.CC(C)O.CC(C)O.CC(C)O. As for the net charge: 0.

Each line ends with the Mulliken charge.
CARTESIAN COORDINATES (ANGSTROEM)
C  10.328  14.054  11.234  -1.436
C  9.690  14.600  9.962  0.595
C  10.101  13.689  8.825  -0.556
O  9.374  14.051  7.661  -0.325
C  9.625  13.256  6.560  -0.666
N  8.247  14.768  10.095  -0.689
H  9.746  13.189  11.534  0.495
H  10.145  14.775  12.048  0.293
H  11.413  13.841  11.184  0.006
H  10.111  15.566  9.826  0.226
H  9.896  12.661  9.089  0.334
H  11.138  13.697  8.618  0.230
H  9.000  13.563  5.692  0.247
H  9.389  12.196  6.872  0.283
H  10.690  13.335  6.261  0.242
H  7.826  13.997  10.511  0.225
H  7.781  14.966  9.172  0.300
C  15.499  15.233  14.464  -0.832
C  14.157  15.305  15.133  0.029
C  13.184  16.307  14.477  -0.972
O  13.080  15.927  13.129  0.000
C  12.117  16.738  12.397  -0.884
N  13.547  13.945  15.254  -0.443
H  15.617  14.347  13.850  0.005
H  16.241  15.109  15.286  0.292
H  15.787  16.088  13.894  0.217
H  14.182  15.616  16.184  0.388
H  13.508  17.372  14.518  0.399
H  12.190  16.254  14.951  0.383
H  11.029  16.479  12.490  0.222
H  12.408  16.639  11.397  0.246
H  12.275  17.759  12.751  0.439
H  12.781  13.967  15.924  0.246
H  13.242  13.616  14.371  0.235
C  18.632  17.887  13.355  -1.197
C  19.002  17.027  12.087  0.449
C  20.413  17.334  11.542  -0.692
O  20.365  18.641  10.884  -0.318
C  21.525  18.845  10.087  -0.725
N  18.930  15.581  12.324  -0.282
H  17.783  17.499  13.942  0.233
H  18.397  18.967  13.263  0.357
H  19.475  17.815  14.082  0.296
H  18.244  17.238  11.320  0.244
H  20.754  16.570  10.833  0.380
H  21.042  17.350  12.426  0.304
H  22.450  18.697  10.618  0.309
H  21.379  19.865  9.630  0.250
H  21.505  18.149  9.184  0.275
H  19.516  15.266  13.069  0.261
H  17.951  15.430  12.635  -0.087
C  20.066  11.979  10.004  -1.521
C  19.174  11.042  10.920  0.388
C  19.128  11.683  12.326  -0.320
O  18.664  10.679  13.164  -0.308
C  19.036  10.927  14.501  -1.026
N  17.838  10.968  10.370  -0.159
H  20.323  11.632  8.975  0.355
H  21.000  12.048  10.541  0.490
H  19.744  13.022  10.048  0.229
H  19.682  10.040  11.139  0.197
H  18.446  12.532  12.392  -0.092
H  20.135  12.124  12.545  0.504
H  18.709  11.807  15.021  0.326
H  20.114  10.984  14.527  0.459
H  18.725  10.029  15.018  0.309
H  17.302  10.183  10.792  -0.095
H  17.918  10.706  9.382  0.278
C  13.408  8.880  13.908  -1.433
C  14.475  9.931  13.713  1.301
C  14.810  10.688  14.942  -1.305
O  15.725  9.275  13.392  -0.702
H  13.737  8.186  14.695  0.321
H  13.265  8.379  12.970  0.329
H  12.562  9.357  14.283  0.440
H  14.328  10.619  12.858  -0.167
H  15.127  9.989  15.726  0.354
H  13.972  11.324  15.303  0.312
H  15.570  11.465  14.691  0.246
H  16.447  9.931  13.315  0.217
C  15.070  9.143  8.995  -1.410
C  14.787  8.324  10.229  0.951
C  14.322  6.910  10.013  -1.485
O  15.898  8.366  11.016  -0.545
H  15.146  10.238  9.144  0.021
H  14.279  8.955  8.268  0.487
H  16.027  8.828  8.631  0.348
H  14.035  8.912  10.802  0.110
H  14.036  6.644  11.051  0.332
H  15.110  6.317  9.566  0.328
H  13.491  6.984  9.357  0.403
H  15.713  8.521  11.960  0.477
C  16.387  14.338  9.515  -1.515
C  15.214  14.094  10.435  1.059
C  13.885  13.671  9.799  -0.342
O  15.630  13.155  11.479  0.320
H  16.548  13.395  8.939  0.314
H  17.305  14.610  10.030  0.126
H  16.117  15.155  8.823  0.477
H  15.080  15.049  10.963  0.049
H  13.586  14.306  8.931  0.420
H  13.027  13.748  10.454  -0.551
H  13.986  12.677  9.470  0.180
H  16.322  12.585  11.118  -0.313



2.
DFT (ωB97M-V/def2-TZVPD) results for C3H3AlO3 as an isolated structure.

For the energy above the lowest of the compared OMol25 structures with the same formula, charge and spin, the calculation gives 86.0 kJ/mol. The value obtained for the LUMO energy (alpha / beta) is -26.33 / -26.44 eV. The calculation puts the total energy at -15831.546 eV. Its multiplicity is 1. Its gap between HOMO and LUMO (alpha / beta) is 3.995 / 4.070 eV. As for the net charge: +4.

Each line ends with the Mulliken charge.
CARTESIAN COORDINATES (ANGSTROEM)
C  -0.754  0.294  0.053  0.522
C  -1.089  -1.079  0.025  -0.079
O  -1.290  1.391  0.096  -0.064
H  -1.503  -1.463  -0.915  0.361
H  -1.468  -1.514  0.959  0.361
H  -0.708  2.177  -0.014  0.429
O  0.646  -1.451  -0.024  -0.061
C  1.063  -0.274  -0.001  0.766
Al  3.006  1.611  -0.247  1.787
O  2.097  0.309  0.068  -0.021



3.
DFT (ωB97M-V/def2-TZVPD) results for one molecule with the formula C18H20ClFN4O2.

For the energy above the lowest of the compared OMol25 structures with the same formula, charge and spin, the calculation gives 48.8 kJ/mol. The value obtained for the LUMO energy is -0.33 eV. The calculation puts the total energy at -44284.160 eV. Its multiplicity is 1. Its gap between HOMO and LUMO is 8.155 eV. As for the SMILES: COc1cc/c(=N\C(=O)CC2CN(Cc3ccc(F)c(C)c3Cl)C2)[nH]n1. As for the net charge: 0.

Each line ends with the Mulliken charge.
CARTESIAN COORDINATES (ANGSTROEM)
C  -2.860  -7.610  1.329  -0.667
O  -2.978  -6.226  1.670  -0.382
C  -1.840  -5.518  1.675  0.584
C  -1.952  -4.137  2.048  -0.474
C  -0.849  -3.373  2.062  -0.120
C  0.435  -3.946  1.689  0.417
N  1.621  -3.422  1.718  -0.631
C  1.950  -2.116  1.440  0.310
O  3.067  -1.696  1.673  -0.585
C  1.021  -1.239  0.599  -0.707
C  1.144  0.226  0.956  0.177
C  2.431  0.983  0.588  -0.812
N  1.600  2.131  0.184  0.055
C  2.028  2.900  -0.965  -1.462
C  1.038  3.995  -1.267  0.082
C  0.986  5.098  -0.417  -0.347
C  0.078  6.120  -0.603  -0.860
C  -0.796  6.026  -1.667  0.825
F  -1.684  7.031  -1.846  -0.352
C  -0.815  4.967  -2.558  0.136
C  -1.785  4.917  -3.700  -1.689
C  0.128  3.962  -2.317  0.910
Cl  0.133  2.615  -3.431  -0.233
C  0.429  1.249  0.050  -0.735
N  0.367  -5.274  1.400  0.156
N  -0.717  -6.074  1.384  -0.847
H  -3.870  -8.003  1.377  0.246
H  -2.448  -7.721  0.327  0.301
H  -2.210  -8.122  2.038  0.303
H  -2.921  -3.758  2.343  0.441
H  -0.880  -2.349  2.400  0.459
H  1.346  -1.388  -0.438  0.242
H  -0.021  -1.553  0.632  0.349
H  0.893  0.390  2.006  0.328
H  3.164  1.181  1.367  0.357
H  2.932  0.499  -0.264  0.320
H  2.987  3.357  -0.708  0.498
H  2.191  2.269  -1.850  0.511
H  1.677  5.136  0.417  0.441
H  0.035  6.979  0.051  0.414
H  -2.407  4.024  -3.639  0.347
H  -2.426  5.793  -3.695  0.357
H  -1.256  4.874  -4.653  0.361
H  0.313  0.848  -0.968  0.301
H  -0.518  1.682  0.377  0.344
H  1.241  -5.728  1.183  0.329



4.
DFT (ωB97M-V/def2-TZVPD) results for CH4NO2SSi as an isolated structure.

For the energy above the lowest of the compared OMol25 structures with the same formula, charge and spin, the calculation gives 202.1 kJ/mol. The value obtained for the LUMO energy is 3.49 eV. The calculation puts the total energy at -25401.715 eV. Its multiplicity is 1. Its gap between HOMO and LUMO is 7.745 eV. As for the net charge: -1.

Each line ends with the Mulliken charge.
CARTESIAN COORDINATES (ANGSTROEM)
C  -1.254  1.839  -0.039  0.515
N  -2.593  0.039  -2.009  -0.508
O  -0.269  1.930  0.726  -0.559
O  -2.008  2.621  -0.671  -0.638
Si  -1.940  0.049  -0.429  0.230
S  -2.431  -1.566  0.914  -0.574
H  -3.347  -0.635  -2.148  0.237
H  -2.501  1.049  -2.280  0.319
H  0.798  -0.032  0.663  -0.180
H  1.079  0.096  1.436  0.157



For reference, largest force on an atom by record: 2.70 12.92 0.39 3.56 eV Å⁻¹.